1.
This record from the Open Molecules 2025 dataset describes a structure of composition C63H44N8OPTl in a non-equilibrium geometry. The level of theory is the ωB97M-V functional and the def2-TZVPD basis.

Each line ends with the Mulliken charge.
Positions of all 118 atoms, in Å:
Tl (0.556, -1.171, -0.426)  2.23
C (-6.346, 3.073, 0.193)  -0.74
C (-6.304, 1.834, -0.417)  -1.58
C (-5.069, 1.297, -0.808)  0.35
C (-3.885, 1.970, -0.482)  1.26
C (-3.968, 3.242, 0.110)  0.00
C (-5.161, 3.745, 0.532)  -1.14
C (-2.433, 1.488, -0.740)  2.02
C (-2.279, 0.102, -1.584)  -0.69
C (-2.939, 0.364, -2.908)  -1.08
C (-2.027, 0.021, -3.817)  -1.82
C (-0.756, -0.304, -3.132)  -0.21
N (-0.961, -0.215, -1.807)  0.45
C (0.392, -0.466, -3.791)  1.53
C (1.641, -1.060, -3.282)  0.27
C (2.719, -1.397, -4.050)  -1.24
C (3.761, -1.809, -3.169)  -1.22
C (3.295, -1.651, -1.858)  -0.13
C (3.940, -1.894, -0.520)  0.82
C (5.128, -2.792, -0.638)  0.27
C (5.084, -4.009, -1.294)  -0.68
C (6.068, -4.954, -1.126)  -0.48
C (7.164, -4.744, -0.264)  -0.52
C (7.297, -3.510, 0.284)  -0.46
C (6.346, -2.505, -0.001)  -0.34
C (3.664, -1.329, 0.714)  0.20
N (2.662, -0.435, 1.095)  -0.01
C (2.822, -0.317, 2.474)  -0.33
C (1.921, 0.397, 3.288)  0.18
C (2.345, 0.943, 4.569)  1.60
C (3.696, 1.025, 4.968)  -0.48
C (4.039, 1.421, 6.279)  -0.76
C (3.055, 1.707, 7.240)  -0.75
C (1.704, 1.698, 6.796)  -0.75
C (1.353, 1.359, 5.476)  -0.45
C (0.593, 0.740, 2.751)  -0.11
C (-0.032, 1.925, 2.653)  -0.87
C (-1.187, 2.456, 1.645)  0.52
C (-1.488, 1.388, 0.550)  -0.29
N (-0.173, -0.447, 2.317)  0.37
C (3.825, -1.224, 2.948)  -1.33
C (4.310, -1.897, 1.967)  -1.75
N (1.995, -1.183, -1.990)  0.12
C (0.391, -0.239, -5.292)  -1.03
C (0.482, 1.115, -5.651)  0.14
C (0.469, 1.568, -6.933)  -0.70
C (0.392, 0.622, -7.932)  -0.27
C (0.206, -0.750, -7.626)  -0.80
C (0.237, -1.191, -6.311)  0.21
H (-7.289, 3.513, 0.548)  0.29
H (-7.254, 1.388, -0.591)  0.45
H (-5.070, 0.370, -1.351)  0.27
H (-3.062, 3.821, 0.236)  0.30
H (-5.178, 4.663, 1.079)  0.50
H (-3.880, 0.883, -3.036)  0.40
H (-2.000, 0.109, -4.900)  0.44
H (2.850, -1.311, -5.085)  0.68
H (4.801, -2.003, -3.438)  0.46
H (4.123, -4.271, -1.813)  0.22
H (5.953, -5.924, -1.682)  0.27
H (7.943, -5.540, -0.102)  0.29
H (8.201, -3.208, 0.817)  0.36
H (6.597, -1.507, 0.324)  0.43
H (4.463, 0.831, 4.247)  0.59
H (5.055, 1.464, 6.452)  0.48
H (3.276, 2.074, 8.233)  0.34
H (0.934, 2.039, 7.422)  0.46
H (0.301, 1.378, 5.096)  0.20
H (0.373, 2.832, 3.173)  0.45
H (-2.049, 2.990, 2.104)  0.31
H (3.981, -1.333, 3.995)  0.82
H (4.845, -2.801, 1.929)  0.64
H (0.614, 1.868, -4.915)  0.42
H (0.592, 2.684, -7.163)  0.28
H (0.411, 0.957, -8.998)  0.27
H (-0.008, -1.518, -8.352)  0.39
H (0.394, -2.231, -6.053)  0.39
N (-2.981, -1.043, -0.979)  1.37
P (-1.684, -0.295, 1.567)  -0.29
C (-2.750, 0.326, 2.932)  0.74
C (-4.025, 0.561, 2.575)  0.18
C (-5.036, 0.708, 3.483)  -0.68
C (-4.745, 0.513, 4.825)  -0.48
C (-3.454, 0.295, 5.243)  -0.87
C (-2.457, 0.255, 4.321)  -0.58
C (-0.358, 2.236, -0.360)  0.59
C (-1.423, 2.517, -1.425)  -0.08
C (-1.799, 3.914, -1.781)  -1.95
C (-1.531, 4.890, -0.877)  -1.29
C (-0.950, 4.644, 0.328)  -1.78
C (-0.319, 3.366, 0.716)  0.29
C (-2.562, -2.367, -1.036)  0.07
C (-3.584, -3.331, -1.194)  -1.10
C (-3.248, -4.683, -1.125)  -0.34
C (-1.941, -5.118, -0.921)  -1.22
C (-1.042, -4.091, -0.897)  -0.08
N (-1.336, -2.807, -0.915)  0.60
H (-3.985, -1.021, -0.923)  0.24
H (-4.217, 0.739, 1.454)  0.04
H (-6.067, 0.895, 3.135)  0.39
H (-5.640, 0.578, 5.484)  0.27
H (-3.286, 0.282, 6.307)  0.42
H (-1.436, -0.051, 4.510)  0.31
H (-1.132, 2.067, -2.342)  -0.19
H (-1.995, 4.120, -2.780)  0.50
H (-1.731, 5.881, -1.203)  0.34
H (-0.469, 5.418, 0.925)  0.23
H (0.768, 3.557, 1.008)  1.04
H (-4.706, -3.071, -1.223)  0.25
H (-4.012, -5.379, -1.289)  0.48
H (-1.606, -6.133, -0.900)  0.44
H (0.022, -4.237, -1.010)  0.44
O (3.200, 2.466, -0.650)  -0.61
C (2.099, 2.157, -0.634)  0.83
N (0.948, 1.789, -0.752)  -0.24
N (0.756, -2.676, 2.277)  -0.62
C (0.457, -1.619, 1.671)  -1.04
H (0.795, -2.474, 3.277)  0.48

Results
net charge = -2
lowest unoccupied orbital energy = 3.92 eV
electronic energy = -3453.96757 Ha
HOMO energy = -0.36 eV
2S+1 = 1

2.
This record from the Open Molecules 2025 dataset describes a cluster of 13 separate species, C63H88O31S5 in total in a non-equilibrium geometry. The level of theory is the ωB97M-V functional and the def2-TZVPD basis.

Each line ends with the Mulliken charge.
Positions of all 187 atoms, in Å:
C (-2.888, 1.557, -2.327)  1.07
C (-3.861, 1.886, -1.406)  0.03
C (-4.997, 2.604, -1.762)  0.10
C (-5.232, 2.927, -3.080)  -0.77
C (-4.176, 2.683, -3.969)  -0.84
C (-3.028, 1.912, -3.662)  -0.31
O (-2.287, 1.544, -4.794)  -0.68
O (-5.969, 2.869, -0.792)  -0.58
H (-1.987, 1.016, -2.103)  -0.06
H (-3.756, 1.519, -0.405)  0.70
H (-6.143, 3.489, -3.386)  0.34
H (-4.320, 2.996, -4.985)  0.41
H (-1.384, 1.293, -4.572)  0.29
H (-5.618, 2.482, 0.007)  0.24
C (6.485, 0.052, 3.143)  -0.19
C (7.816, 0.398, 3.352)  -0.75
C (8.208, 1.263, 4.378)  0.76
C (7.228, 1.807, 5.163)  -0.62
C (5.860, 1.448, 4.987)  -0.07
C (5.510, 0.579, 3.955)  -0.90
O (4.169, 0.415, 3.725)  0.32
O (9.579, 1.469, 4.551)  -0.56
H (6.208, -0.597, 2.362)  0.77
H (8.602, -0.004, 2.723)  0.40
H (7.532, 2.376, 6.034)  0.32
H (5.086, 1.719, 5.710)  0.47
H (4.087, -0.251, 2.986)  -0.37
H (9.666, 2.139, 5.240)  0.28
C (-5.456, -2.342, 1.032)  -0.06
C (-6.452, -1.430, 1.363)  -0.58
C (-6.799, -0.429, 0.413)  0.25
C (-6.133, -0.354, -0.786)  -0.69
C (-5.174, -1.361, -1.130)  0.33
C (-4.838, -2.331, -0.215)  -0.35
O (-3.896, -3.302, -0.415)  -0.12
O (-7.764, 0.494, 0.695)  -0.63
H (-5.330, -3.043, 1.829)  0.49
H (-6.906, -1.501, 2.379)  0.31
H (-6.405, 0.373, -1.531)  0.57
H (-4.749, -1.301, -2.113)  0.21
H (-3.324, -2.897, -1.107)  -0.12
H (-7.667, 0.704, 1.647)  0.32
C (-1.020, -0.072, 1.848)  -0.21
C (-1.738, -0.731, 0.824)  -1.12
C (-1.041, -1.009, -0.394)  0.19
C (0.325, -0.661, -0.542)  0.30
C (0.984, -0.016, 0.506)  0.98
C (0.352, 0.345, 1.644)  0.57
O (0.927, 0.889, 2.724)  -0.71
O (-1.617, -1.730, -1.388)  1.59
H (-1.456, 0.225, 2.773)  1.14
H (-2.763, -1.086, 0.971)  0.10
H (0.836, -0.824, -1.539)  -0.02
H (2.050, 0.207, 0.430)  -1.29
H (1.726, 1.371, 2.499)  -0.03
H (-1.008, -1.761, -2.173)  -0.78
C (4.489, -3.561, -3.305)  -0.79
C (3.926, -4.010, -2.100)  -0.67
C (3.624, -3.044, -1.124)  -0.03
C (3.775, -1.698, -1.317)  0.29
C (4.319, -1.215, -2.532)  -0.49
C (4.670, -2.217, -3.500)  0.66
O (5.289, -1.797, -4.629)  -0.56
O (3.116, -3.475, 0.117)  -0.58
H (4.723, -4.245, -4.110)  0.34
H (3.785, -5.072, -1.889)  0.50
H (3.525, -1.010, -0.542)  -0.07
H (4.417, -0.144, -2.781)  0.56
H (5.116, -2.462, -5.304)  0.28
H (2.467, -4.208, 0.002)  0.19
C (-0.797, -5.479, -1.759)  -0.30
C (-1.885, -6.241, -2.167)  -0.73
C (-2.691, -6.892, -1.179)  0.02
C (-2.534, -6.581, 0.153)  -0.58
C (-1.560, -5.663, 0.558)  -0.02
C (-0.651, -5.164, -0.380)  0.07
O (0.348, -4.261, 0.041)  0.34
O (-3.761, -7.718, -1.482)  -0.57
H (-0.155, -4.992, -2.486)  0.41
H (-2.083, -6.498, -3.180)  0.54
H (-3.235, -7.063, 0.844)  0.38
H (-1.474, -5.328, 1.632)  0.34
H (0.218, -3.427, -0.411)  -0.26
H (-4.474, -7.187, -1.804)  0.33
C (1.511, -3.419, 2.664)  1.20
C (0.895, -4.417, 3.402)  -1.22
C (1.383, -4.913, 4.614)  0.25
C (2.550, -4.276, 5.018)  -0.69
C (3.133, -3.223, 4.371)  -0.40
C (2.659, -2.833, 3.101)  0.20
O (3.350, -1.940, 2.329)  0.11
O (0.801, -6.035, 5.126)  -0.57
H (1.029, -3.111, 1.767)  0.46
H (0.005, -4.949, 2.959)  0.00
H (3.103, -4.670, 5.841)  0.38
H (4.151, -2.960, 4.650)  0.35
H (3.430, -2.340, 1.455)  0.05
H (1.270, -6.378, 5.903)  0.32
C (0.322, -0.971, 5.039)  0.67
C (-0.960, -1.473, 5.205)  -0.82
C (-1.831, -0.777, 6.056)  0.62
C (-1.366, 0.322, 6.908)  -0.98
C (-0.047, 0.688, 6.728)  -0.48
C (0.827, 0.061, 5.807)  -0.04
O (2.082, 0.482, 5.841)  -0.61
O (-3.145, -1.118, 6.150)  -0.62
H (0.974, -1.575, 4.425)  -0.01
H (-1.283, -2.356, 4.731)  0.80
H (-2.013, 0.902, 7.527)  0.49
H (0.341, 1.463, 7.446)  0.30
H (2.530, 0.212, 4.984)  0.24
H (-3.513, -1.528, 5.378)  0.29
O (-1.959, -4.120, -5.181)  -0.71
S (-1.471, -2.785, -5.092)  0.91
O (-0.403, -2.549, -4.100)  -0.60
O (-0.989, -2.209, -6.440)  -0.18
C (0.011, -2.787, -7.252)  -0.27
C (0.116, -2.041, -8.580)  -1.19
C (-2.803, -1.764, -4.636)  -0.74
H (-0.273, -3.821, -7.380)  0.46
H (0.904, -2.756, -6.630)  0.26
H (0.821, -2.572, -9.254)  0.38
H (0.498, -1.033, -8.349)  0.22
H (-0.733, -2.035, -9.212)  0.36
H (-3.408, -1.485, -5.482)  0.58
H (-2.469, -0.839, -4.174)  -0.02
H (-3.252, -2.379, -3.871)  0.35
O (2.674, 2.701, 1.514)  -0.90
S (3.979, 2.729, 0.880)  1.31
O (4.508, 1.523, 0.302)  -0.64
O (3.811, 3.913, -0.099)  -0.24
C (5.052, 4.248, -0.896)  -0.23
C (4.988, 3.741, -2.287)  -0.92
C (5.145, 3.344, 2.140)  -0.46
H (5.964, 3.905, -0.413)  0.30
H (5.020, 5.307, -0.987)  0.35
H (5.749, 4.364, -2.838)  0.44
H (4.032, 3.944, -2.748)  -0.11
H (5.179, 2.684, -2.572)  0.21
H (4.580, 4.200, 2.543)  0.38
H (6.128, 3.611, 1.789)  0.39
H (5.183, 2.545, 2.889)  -0.24
O (2.499, 1.570, -3.128)  -0.24
S (1.487, 1.409, -4.164)  1.13
O (0.173, 0.916, -3.765)  -0.36
O (1.198, 2.704, -5.044)  -0.24
C (2.356, 3.490, -5.286)  0.81
C (2.029, 4.905, -5.704)  -1.14
C (2.020, 0.225, -5.391)  -1.29
H (2.975, 2.896, -5.940)  0.45
H (2.762, 3.669, -4.286)  -0.65
H (1.189, 5.000, -6.393)  0.34
H (2.957, 5.451, -5.978)  0.35
H (1.631, 5.363, -4.793)  0.25
H (2.890, 0.699, -5.863)  0.47
H (1.239, 0.237, -6.106)  0.39
H (2.125, -0.765, -4.951)  0.19
O (-4.791, 0.297, 3.640)  -0.52
S (-5.074, 1.685, 3.414)  1.31
O (-5.862, 2.096, 2.297)  -0.80
O (-5.708, 2.225, 4.756)  -0.23
C (-6.822, 3.188, 4.839)  -0.07
C (-7.365, 3.333, 6.245)  -1.32
C (-3.458, 2.548, 3.318)  -0.15
H (-7.540, 2.853, 4.093)  0.28
H (-6.437, 4.155, 4.539)  0.31
H (-8.234, 3.950, 6.220)  0.39
H (-6.600, 3.763, 6.903)  0.30
H (-7.552, 2.390, 6.678)  0.37
H (-3.583, 3.514, 2.839)  0.53
H (-2.777, 1.920, 2.860)  -0.84
H (-3.147, 2.690, 4.375)  0.46
O (-0.762, 6.265, -1.197)  -0.71
S (-0.663, 5.111, -2.030)  1.30
O (0.617, 5.012, -2.738)  -0.66
O (-1.007, 3.804, -1.256)  -0.15
C (0.034, 3.542, -0.225)  -0.25
C (-0.553, 3.748, 1.149)  -1.07
C (-2.009, 5.053, -3.109)  -0.69
H (0.892, 4.127, -0.491)  0.92
H (0.381, 2.490, -0.415)  -0.31
H (-1.178, 2.915, 1.520)  -0.24
H (-1.028, 4.740, 1.041)  0.54
H (0.196, 3.775, 1.919)  0.33
H (-1.690, 4.463, -3.993)  0.21
H (-2.211, 6.067, -3.410)  0.53
H (-2.927, 4.700, -2.683)  0.03

Results
net charge = 0
lowest unoccupied orbital energy = -0.12 eV
electronic energy = -6776.66221 Ha
HOMO energy = -6.93 eV
2S+1 = 1

Question: The highest electronic energy belongs to which entry?
Answer: C63H44N8OPTl